--- i ---
Molecular formula: C6H8O2
Method: DFT, the ωB97M-V functional and the def2-TZVPD basis

## Properties
E_HOMO = -8.57 eV
LUMO = 0.81 eV

Each line ends with the Löwdin charge.
CARTESIAN COORDINATES (ANGSTROEM)
C -0.060 0.616 -0.037  -0.42
C 1.519 0.277 -0.576  -0.05
C 1.453 -0.995 0.396  -0.05
C -0.041 -0.859 0.030  -0.23
C -2.143 -0.272 -0.019  -0.20
C -1.484 0.742 -0.560  0.00
H 0.053 2.175 1.466  0.22
H 1.475 0.136 -1.687  0.10
H 2.272 1.173 -0.452  0.13
H 1.938 -1.901 0.025  0.10
H 1.718 -0.631 1.423  0.13
H -0.260 -1.388 -0.843  0.14
H -3.165 -0.607 0.034  0.13
H -2.006 1.455 -1.250  0.11
O 0.116 1.081 1.282  -0.07
O -1.385 -1.001 0.770  -0.03



--- ii ---
Molecular formula: C6H8O2
Method: DFT, the ωB97M-V functional and the def2-TZVPD basis

## Properties
E_HOMO = -9.74 eV
Structure (SMILES) = C1[C@@H]2O[C@H]2C[C@H]2O[C@H]12
LUMO = 0.82 eV

Each line ends with the Löwdin charge.
CARTESIAN COORDINATES (ANGSTROEM)
C 0.049 1.579 -0.206  -0.08
C 1.285 0.653 0.215  -0.24
O 2.370 -0.147 -0.206  -0.02
C 1.044 -0.797 -0.265  -0.17
C -0.249 -1.637 0.366  -0.01
C -1.129 -0.644 -0.424  -0.31
O -2.359 0.050 -0.205  0.02
C -1.092 0.696 0.266  -0.23
H 0.275 1.850 -1.185  0.09
H -0.222 2.465 0.480  0.14
H 1.367 0.709 1.383  0.16
H 0.930 -0.665 -1.356  0.12
H -0.419 -1.489 1.438  0.11
H -0.073 -2.656 -0.038  0.10
H -0.792 -0.591 -1.589  0.19
H -0.984 0.623 1.327  0.13



--- iii ---
Molecular formula: C6H8O2
Method: DFT, the ωB97M-V functional and the def2-TZVPD basis

## Properties
E_HOMO = -8.61 eV
LUMO = 0.79 eV

Each line ends with the Löwdin charge.
CARTESIAN COORDINATES (ANGSTROEM)
C -1.721 0.323 -0.449  0.01
C -0.215 0.844 -0.389  -0.49
C 0.318 1.072 1.078  -0.20
C 0.194 -1.477 0.913  -0.06
C 0.386 -1.572 -0.512  -0.04
C 0.726 -0.180 -0.851  -0.30
H -2.083 1.471 0.142  0.16
H -1.909 0.231 -1.591  0.11
H -1.854 -0.574 0.360  0.11
H 1.435 1.253 1.020  0.15
H -0.221 1.828 1.578  0.11
H -0.287 -1.996 1.889  0.18
H 0.312 -2.579 -1.116  0.14
H 1.918 -0.242 -0.488  0.20
O 0.181 -0.160 1.523  -0.16
O 0.388 0.979 -1.589  0.08



Which is most stable, and by how much? i, by 288.9 kJ/mol.



--- i ---
Molecular formula: C6H8O2
Method: DFT, the ωB97M-V functional and the def2-TZVPD basis

## Properties
E_HOMO = -9.62 eV
LUMO = 0.48 eV

Each line ends with the Löwdin charge.
CARTESIAN COORDINATES (ANGSTROEM)
C 0.797 0.979 -0.216  -0.29
C 0.973 -0.698 0.033  -0.09
C -0.489 -1.233 0.303  -0.17
C -0.959 -0.072 1.250  -0.14
C -0.784 0.918 0.083  -0.15
C -1.111 -0.330 -0.809  -0.24
H 1.689 0.535 -1.925  0.27
H 1.455 1.743 0.293  0.15
H 1.010 -1.453 -0.910  0.15
H 1.832 -1.076 0.842  0.16
H -0.610 -2.141 0.640  0.08
H -1.859 -0.243 1.733  0.09
H -0.337 -0.018 2.114  0.10
H -1.091 2.063 0.261  0.19
O 0.797 1.386 -1.614  -0.16
O -1.315 -0.359 -2.077  0.05



--- ii ---
Molecular formula: C6H8O2
Method: DFT, the ωB97M-V functional and the def2-TZVPD basis

## Properties
E_HOMO (alpha / beta) = -9.23 / -9.23 eV
LUMO (alpha / beta) = -0.26 / -0.26 eV

Each line ends with the Löwdin charge.
CARTESIAN COORDINATES (ANGSTROEM)
C -1.937 1.116 -1.840  -0.08
C -1.208 0.243 -1.376  -0.06
C 0.069 -0.481 1.498  -0.17
C 0.480 -0.636 0.054  -0.21
C -1.120 0.387 1.733  -0.02
C 1.655 -0.781 -0.763  -0.22
O -0.191 -1.553 0.619  0.10
O 2.238 0.446 -1.093  -0.06
H -2.482 1.716 -2.520  -0.02
H 0.930 -0.678 2.127  0.15
H -0.926 1.379 1.968  0.07
H -1.839 -0.074 2.337  0.07
H -1.562 0.400 0.705  0.04
H 1.629 -1.386 -1.611  0.12
H 2.550 -1.176 -0.216  0.17
H 1.714 1.079 -1.621  0.11



--- iii ---
Molecular formula: C6H8O2
Method: DFT, the ωB97M-V functional and the def2-TZVPD basis

## Properties
E_HOMO = -9.31 eV
LUMO = 0.89 eV

Each line ends with the Löwdin charge.
CARTESIAN COORDINATES (ANGSTROEM)
C 0.026 0.922 -0.215  -0.34
C 0.528 0.426 1.144  -0.10
C 0.424 -1.111 1.028  -0.10
C -0.121 -1.163 -0.435  -0.19
C -1.121 -0.090 -0.516  -0.09
C 0.715 -0.102 -1.150  -0.29
H -0.178 2.562 -1.253  0.06
H -0.064 1.008 1.876  0.13
H 1.571 0.659 1.294  0.12
H -0.258 -1.647 1.719  0.12
H 1.292 -1.713 1.207  0.10
H -0.492 -2.085 -1.048  0.19
H -1.843 -0.153 0.347  0.16
H -1.531 0.197 -1.384  0.10
O -0.179 2.369 -0.347  0.05
O 1.230 -0.079 -2.266  0.09



--- iv ---
Molecular formula: C6H8O2
Method: DFT, the ωB97M-V functional and the def2-TZVPD basis

## Properties
E_HOMO = -9.54 eV
LUMO = 0.88 eV

Each line ends with the Löwdin charge.
CARTESIAN COORDINATES (ANGSTROEM)
C 0.736 -0.055 -1.817  0.00
C -0.223 1.017 -0.271  -0.36
C -1.292 0.117 1.228  -0.16
C -0.118 -0.794 0.995  -0.19
C 0.687 -0.855 -0.318  -0.17
C 0.823 0.241 0.639  -0.18
H 1.886 0.075 -2.112  0.15
H 0.111 -0.613 -2.647  0.13
H -1.130 0.467 -0.600  0.13
H -1.637 0.195 2.250  0.11
H -2.381 -0.096 0.736  0.17
H -0.066 -1.829 1.495  0.17
H 1.644 -1.656 -0.299  0.18
H 1.664 0.660 1.295  0.19
O 0.335 1.488 -1.482  -0.07
O -1.038 1.640 0.908  -0.10



Which is most stable, and by how much? iii, by 379.4 kJ/mol.